(1)
Below is a structure of composition CCl6Si at a distorted geometry, with properties calculated with ωB97M-V with the def2-TZVPD basis set.

XYZ file:
```
8
Properties=species:S:1:pos:R:3:forces:R:3
Cl -1.5688 -0.2078 -1.9372 0.7 0.4 1.3
Cl 1.1407 0.7465 -1.6578 1.1 -0.2 -0.8
Cl -0.8106 2.2199 -0.3231 -0.5 -0.7 0.2
Cl 1.0575 -2.2798 0.0939 -0.5 0.8 0.0
Cl -1.3354 -1.0220 2.0597 0.9 0.5 -1.1
Cl 1.6605 0.4998 1.8440 -1.0 -0.4 -0.9
C -0.3454 0.5474 -0.7918 -0.8 0.4 -0.4
Si 0.2015 -0.5041 0.7124 0.1 -0.8 1.7
```
Forces are in eV/Å.

## Properties
orbital gap = 11.4 eV
maximum force = 1.8 eV/Å
E = -3088.90477 Eh

natural (NBO) atomic charge list, values in e, 6 entries: number 1, Cl, carries 0.0271; number 2, Cl, carries 0.0697; number 3, Cl, carries 0.0400; number 4, Cl, carries -0.3256; number 5, Cl, carries -0.3352; number 6, Cl, carries -0.3309

---

(2)
Below is the ion CClF2O2S with charge -1 at a distorted geometry, with properties calculated with ωB97M-V with the def2-TZVPD basis set.

XYZ file:
```
7
Properties=species:S:1:pos:R:3:forces:R:3
C -0.6395 0.3067 -0.0816 0.1 1.8 0.4
O 1.2171 -1.9380 -0.1833 0.4 -0.2 -0.7
O -1.3558 -0.2950 -0.8331 0.6 -0.4 0.9
F -0.9345 0.4833 1.3539 -0.1 -0.9 -1.1
F -0.3872 1.6716 -0.3797 0.5 -0.7 -0.1
S 1.2751 -0.6171 0.4486 -1.4 0.3 1.3
Cl 2.9533 0.6191 -0.1059 0.0 0.0 -0.6
```
Forces are in eV/Å.

## Properties
orbital gap = 7.9 eV
maximum force = 1.9 eV/Å
net charge = -1
E = -1246.75589 Eh
energy above the lowest of the compared OMol25 structures with the same formula, charge and spin = 4.2 kcal per mole

natural (NBO) atomic charge list, values in e, 6 entries: number 1, C, carries 0.8814; number 2, O, carries -0.9162; number 3, O, carries -0.6738; number 4, F, carries -0.4441; number 5, F, carries -0.4144; number 6, S, carries 0.9535

---

(3)
Below is an isolated molecule of CClFN2O at a distorted geometry, with properties calculated with ωB97M-V with the def2-TZVPD basis set.

XYZ file:
```
6
Properties=species:S:1:pos:R:3:forces:R:3
C -0.7389 -0.4300 -0.7165 0.6 1.6 0.6
N -1.8466 -0.6693 -0.9313 0.4 -0.2 0.3
N 1.3712 0.7323 -0.0905 1.2 1.0 0.9
O 0.5431 -0.0693 -0.7266 -1.4 -1.8 -1.7
F 0.0557 -0.0306 1.9990 -0.2 -0.4 0.5
Cl 0.8205 1.6075 1.1912 -0.6 -0.2 -0.7
```
Forces are in eV/Å.

## Properties
orbital gap (spin up / spin down) = 8.1 / 9.4 eV
maximum force = 2.8 eV/Å
E = -782.62194 Eh
energy above the lowest of the compared OMol25 structures with the same formula, charge and spin = 56.1 kcal per mole

Okay, here come the natural (NBO) numbers, in e, for every atom: number 1, C, carries 0.5203; number 2, N, carries -0.3090; number 3, N, carries -0.0083; number 4, O, carries -0.3121; number 5, F, carries -0.4525; number 6, Cl, carries 0.5616

---

(4)
Below is a structure of composition CClFN2O3 at a distorted geometry, with properties calculated with ωB97M-V with the def2-TZVPD basis set.

XYZ file:
```
8
Properties=species:S:1:pos:R:3:forces:R:3
C 0.4980 -0.4344 0.1598 0.6 2.6 2.5
N -0.0122 -1.3535 -0.7499 -2.9 -1.2 -1.0
N -0.4383 1.1807 -0.0756 2.4 -3.9 0.1
O -1.1601 -1.6808 -0.4802 1.6 0.1 -0.1
O 0.2222 2.1032 -0.3252 1.0 1.8 -0.4
O -1.5662 0.9849 0.0906 -2.9 0.3 0.4
F 0.3287 -0.6856 1.4900 -0.8 0.0 -1.1
Cl 2.1279 -0.1144 -0.1096 1.0 0.3 -0.4
```
Forces are in eV/Å.

## Properties
orbital gap = 8.3 eV
maximum force = 4.5 eV/Å
E = -933.16379 Eh
energy above the lowest of the compared OMol25 structures with the same formula, charge and spin = 13.5 kcal per mole

natural (NBO) atomic charge list, values in e, 6 entries: number 1, C, carries 0.3445; number 2, N, carries 0.0520; number 3, N, carries 0.5724; number 4, O, carries -0.1945; number 5, O, carries -0.2819; number 6, O, carries -0.2783

---

(5)
Below is a cluster of 2 separate species, CClIN2O4 in total at a distorted geometry, with properties calculated with ωB97M-V with the def2-TZVPD basis set.

XYZ file:
```
9
Properties=species:S:1:pos:R:3:forces:R:3
C -0.3034 -0.0963 -0.4317 -0.2 -0.2 0.5
N -0.2673 -1.2435 0.4360 0.1 -0.6 0.1
N -0.3881 1.2064 0.1697 0.2 0.8 0.2
O 0.3580 -1.1170 1.4748 -0.4 -0.9 -0.6
O -0.6076 2.1102 -0.6140 0.0 0.1 0.0
O -0.8568 -2.2299 -0.0011 0.6 0.5 1.0
O -0.2176 1.3199 1.3650 -0.2 0.1 -0.3
Cl -0.8011 -0.3289 -1.9609 -0.1 0.2 -0.9
I 3.0838 0.3791 -0.4379 0.0 0.0 0.0
```
Forces are in eV/Å.

## Properties
orbital gap (spin up / spin down) = 9.5 / 6.7 eV
maximum force = 1.3 eV/Å
⟨S²⟩ = 2.009
multiplicity = 3
E = -1206.16212 Eh
energy above the lowest of the compared OMol25 structures with the same formula, charge and spin = 0.0 kcal per mole

natural (NBO) atomic charge list, values in e, 6 entries: number 1, C, carries 0.1481; number 2, N, carries 0.4467; number 3, N, carries 0.4514; number 4, O, carries -0.3103; number 5, O, carries -0.3531; number 6, O, carries -0.3481

---

(6)
Below is an isolated molecule of CClN3O3 at a distorted geometry, with properties calculated with ωB97M-V with the def2-TZVPD basis set.

XYZ file:
```
8
Properties=species:S:1:pos:R:3:forces:R:3
C -0.7956 -1.3512 0.0166 1.2 1.7 0.2
N -1.4194 -2.2558 -0.2816 -0.8 -1.2 -0.5
N -0.1301 -0.2678 0.4632 -0.3 2.0 -0.1
N -0.3261 1.2289 -0.1118 -0.2 -1.6 0.2
O -1.3522 1.3722 -0.6812 0.1 0.7 -0.1
O 0.6226 1.8731 0.1831 -1.4 0.6 -0.7
O 1.0887 -0.2304 0.8625 1.7 -2.0 0.7
Cl 2.3121 -0.3690 -0.4507 -0.3 -0.2 0.2
```
Forces are in eV/Å.

## Properties
structure (SMILES) = N#CN(OCl)[N+](=O)[O-]
orbital gap = 9.5 eV
maximum force = 2.7 eV/Å
E = -887.99829 Eh
energy above the lowest of the compared OMol25 structures with the same formula, charge and spin = 8.2 kcal per mole

natural (NBO) atomic charge list, values in e, 6 entries: number 1, C, carries 0.3537; number 2, N, carries -0.2440; number 3, N, carries -0.1052; number 4, N, carries 0.6471; number 5, O, carries -0.2828; number 6, O, carries -0.2562